C24H42F13IN4O6PS3 | the ωB97M-V functional and the def2-TZVPD basis

XYZ file:
```
94
C24H42F13IN4O6PS3 (the ωB97M-V functional and the def2-TZVPD basis)
H -2.4765 0.4520 -0.8543
H -2.5271 2.1469 -3.0232
H -2.2947 1.5284 -8.7802
H -2.4189 -0.1567 -9.3743
C -0.3841 -3.5513 5.0922
H 0.6888 3.2182 4.1020
H -0.0503 4.4583 0.8888
C -1.8456 -0.1339 -1.5264
H 1.7313 1.9531 -0.7461
P -1.6090 2.8075 -2.1820
F 2.2356 -2.9319 2.2522
F -1.3373 -1.3234 4.6562
H 0.1736 -3.4999 -1.9949
H 2.2994 -4.8041 -0.5650
C -2.1590 -1.6022 -1.2375
H 3.8073 -4.8458 -1.4337
H -0.0816 1.1952 -8.0766
C 0.0510 2.2689 0.5621
H 1.2062 3.5952 1.8732
F -1.2335 -3.2596 8.4326
H 3.4595 -3.4987 -0.3422
H -2.1892 3.3006 -0.9957
F -1.7262 -2.8847 3.2667
H 0.7568 -3.8163 -3.6743
H 2.4917 -1.5348 0.4177
F -0.9294 -4.6604 4.6615
C 0.3560 -1.8878 3.1813
H 1.5317 -0.5043 -6.7753
F -0.1958 -0.8493 2.5190
C -0.1711 1.6416 -1.8574
C -0.7966 -2.4026 4.1152
I 2.4757 1.9646 -3.5487
C 0.4148 -1.4299 -5.2176
H -2.2611 -1.8167 -0.1763
F 0.4738 -4.1618 2.2984
C 3.0269 -4.1745 -1.0816
F 1.3337 -1.3547 3.8852
N -0.9991 7.0921 5.7479
C 0.9645 -3.9240 -2.6100
H 0.6140 6.8363 8.4352
S -0.8987 4.3257 -3.1946
H 3.4139 -1.6746 -1.5802
H 0.3759 0.6300 -6.0316
H -3.1398 -1.7947 -1.6777
H 0.6732 -3.4544 0.1161
H -0.7104 6.1991 5.3930
H -0.4992 -2.2959 0.6435
H -0.0754 1.7024 -4.1503
C -0.5596 0.2478 -8.3394
C -0.8852 7.4570 7.0562
C 2.3720 -3.4087 -2.2714
H -1.4644 -2.2551 -1.7667
F -2.2883 -2.9012 6.5370
F 0.9135 -3.7701 5.0117
O -0.2673 -0.9647 -4.0427
H 0.7881 3.4493 -1.0443
H 0.9467 -5.0007 -2.4250
S -0.8426 -3.3714 6.9137
H -2.1166 0.0355 -2.5724
C 0.2218 3.5396 1.4054
C 2.4821 -1.8687 -2.1165
C 1.4462 -1.4143 0.1453
H -0.1625 -0.0867 -9.3016
H -0.0198 5.5061 7.4520
N 0.5608 -0.1791 -3.2560
C 0.8829 -2.9035 2.1208
H -1.0055 6.1830 8.7580
O -0.3905 -0.7692 -7.3599
H 2.6056 -1.4294 -3.1022
H -0.1959 -2.2509 -5.6000
F -0.2557 -1.9141 6.9741
H 2.9970 -3.6572 -3.1313
C 0.5687 -0.4618 -1.8692
C -0.2843 6.4236 7.9791
H -1.0204 2.0951 0.4735
H 1.1476 -0.4636 0.5841
H -2.5835 0.1644 -7.6517
O -1.9879 4.3883 2.6945
H 1.3716 -1.8839 -4.9541
O -0.1816 3.6454 4.1887
H 0.4314 1.4291 1.1386
S -0.9678 3.4113 2.7904
N 1.4255 -1.2161 -1.3232
N -0.4493 0.2890 -1.2584
C 0.5622 -2.5240 0.6685
F -1.3303 -4.8763 6.9425
H -1.3975 7.7615 5.1112
O -1.5345 2.1014 2.8515
C 0.4027 1.2661 -3.2809
F 0.5871 -3.9135 7.3422
O -1.2486 8.5487 7.4422
C -2.0764 0.4844 -8.5640
C 0.5236 -0.4094 -6.3431
C 0.7331 2.3798 -0.8393
```

The HOMO-LUMO gap comes out at 6.649 eV. Its total energy is -129024.7087 eV. Its charge is +1. The LUMO energy comes out at -4.185 eV. Its highest occupied orbital energy is -10.8 eV.

List of Mulliken charges in e, atom by atom:
1. H 0.66
2. H 0.15
3. H 0.31
4. H 0.29
5. C 0.63
6. H 0.33
7. H 0.51
8. C -0.78
9. H 0.55
10. P 0.23
11. F -0.36
12. F -0.32
13. H 0.22
14. H 0.38
15. C -1.56
16. H 0.37
17. H 0.34
18. C 0.44
19. H 0.47
20. F -0.28
21. H 0.29
22. H 0.14
23. F -0.32
24. H 0.26
25. H 0.91
26. F -0.28
27. C 0.45
28. H 0.29
29. F -0.28
30. C 0.91
31. C 0.53
32. I 0.04
33. C 0.01
34. H 0.33
35. F -0.37
36. C -1.50
37. F -0.32
38. N -0.29
39. C -1.42
40. H 0.24
41. S -0.33
42. H 0.64
43. H 0.07
44. H 0.54
45. H 0.29
46. H 0.16
47. H -0.23
48. H 1.14
49. C -0.35
50. C 0.60
51. C 0.44
52. H 0.21
53. F -0.28
54. F -0.30
55. O -0.42
56. H 0.82
57. H 0.54
58. S 1.43
59. H 0.53
60. C -1.23
61. C -1.20
62. C -0.67
63. H 0.33
64. H 0.22
65. N 0.83
66. C 0.94
67. H 0.24
68. O -0.32
69. H 0.56
70. H 0.46
71. F -0.29
72. H 0.79
73. C -1.69
74. C -0.75
75. H 0.23
76. H -0.62
77. H 0.28
78. O -0.68
79. H 0.09
80. O -0.42
81. H -0.37
82. S 1.30
83. N 0.76
84. N 1.42
85. C -0.08
86. F -0.30
87. H 0.19
88. O -0.58
89. C -2.34
90. F -0.30
91. O -0.61
92. C -0.97
93. C -0.50
94. C -1.38